(1)
A 2-piece molecular cluster, C2H9N2S2 overall at a distorted geometry. Source: OMol25; level of theory: ωB97M-V/def2-TZVPD.

```
! wB97M-V def2-TZVPD RIJCOSX def2/J DEFGRID3
* xyz 1 1
C -2.92 -0.31 0.59
S -1.61 0.22 -0.49
S -0.31 -1.49 -0.29
H -2.68 -0.71 1.57
H -3.49 0.58 0.89
H -3.61 -1.02 0.12
H -0.84 -2.04 -1.40
N 2.63 0.68 1.43
C 2.67 1.08 0.18
N 1.69 1.12 -0.67
H 1.87 0.29 1.97
H 3.39 0.99 2.02
H 3.61 1.51 -0.15
H 0.83 0.63 -0.38
H 1.61 1.72 -1.46
*
```

Its highest occupied orbital energy is -12.81 eV. The calculation puts the frontier orbital gap at 9.202 eV. The energy relative to the best compared isomer or geometry (same formula, charge and spin) is 0.504 eV. Its LUMO energy is -0.133 Ha. The total energy comes out at -987.24281 Eh.

Atom charges from the natural (NBO) analysis, given in e for atoms 1 to 4: number 1, C, carries -0.776; number 2, S, carries 0.096; number 3, S, carries -0.182; number 4, H, carries 0.244

(2)
A 2-piece molecular cluster, C2H9N3 overall at a distorted geometry. Source: OMol25; level of theory: ωB97M-V/def2-TZVPD.

```
! wB97M-V def2-TZVPD RIJCOSX def2/J DEFGRID3
* xyz 0 1
C -1.18 -2.74 1.56
N -1.93 -1.81 1.15
H -1.32 -3.05 2.60
H -0.28 -3.09 1.05
H -1.53 -1.34 0.33
N 0.91 2.53 -0.45
C 1.01 1.08 -0.24
N 0.30 0.22 -1.14
H -0.03 2.90 -0.36
H 1.16 2.76 -1.40
H 0.72 0.85 0.79
H 2.09 0.94 -0.33
H 0.68 0.16 -2.09
H -0.60 0.58 -1.45
*
```

Its highest occupied orbital energy is -9.27 eV. The SMILES is C=N.NCN. The calculation puts the frontier orbital gap at 10.281 eV. The energy relative to the best compared isomer or geometry (same formula, charge and spin) is 1.568 eV. Its LUMO energy is 0.037 Ha. The total energy comes out at -245.81405 Eh.

Atom charges from the natural (NBO) analysis, given in e for atoms 1 to 4: number 1, C, carries -0.050; number 2, N, carries -0.600; number 3, H, carries 0.158; number 4, H, carries 0.147

(3)
An isolated ion of composition C2H9N3 and charge +2 at a distorted geometry. Source: OMol25; level of theory: ωB97M-V/def2-TZVPD.

```
! wB97M-V def2-TZVPD RIJCOSX def2/J DEFGRID3
* xyz 2 1
C -0.79 0.08 0.08
C 0.63 0.26 0.71
N -1.22 -1.12 -0.13
N -1.50 1.15 -0.06
N 1.68 -0.21 -0.42
H 0.83 -0.25 1.57
H 0.88 1.37 0.83
H -0.61 -1.96 0.04
H -2.07 -1.34 -0.59
H -1.33 2.12 0.19
H -2.40 0.95 -0.35
H 2.07 0.45 -1.11
H 1.30 -1.04 -0.90
H 2.54 -0.45 0.13
*
```

Its highest occupied orbital energy is -20.87 eV. The SMILES is NC(=[NH2+])C[NH3+]. The calculation puts the frontier orbital gap at 12.098 eV. The energy relative to the best compared isomer or geometry (same formula, charge and spin) is 0.000 eV. Its LUMO energy is -0.323 Ha. The total energy comes out at -245.20751 Eh.

Atom charges from the natural (NBO) analysis, given in e for atoms 1 to 4: number 1, C, carries 0.526; number 2, C, carries -0.240; number 3, N, carries -0.693; number 4, N, carries -0.653

(4)
A 2-piece molecular cluster, C2H9N3O overall at a distorted geometry. Source: OMol25; level of theory: ωB97M-V/def2-TZVPD.

```
! wB97M-V def2-TZVPD RIJCOSX def2/J DEFGRID3
* xyz 0 1
C -0.16 1.91 -1.12
N -0.23 0.90 -0.10
C 0.59 -0.16 -0.02
N 1.26 -0.54 -1.20
N 0.52 -0.96 1.01
H -1.16 2.15 -1.51
H 0.38 1.54 -1.99
H 0.34 2.86 -0.91
H -0.65 1.10 0.79
H 1.81 0.22 -1.60
H 1.89 -1.28 -0.91
H 0.25 -1.86 0.60
H -2.13 -2.25 2.85
H -1.12 -1.39 2.07
O -1.61 -2.24 2.04
*
```

Its highest occupied orbital energy is -8.40 eV. The SMILES is [H]/N=C(\N)NC.O. The calculation puts the frontier orbital gap at 9.123 eV. The energy relative to the best compared isomer or geometry (same formula, charge and spin) is 1.372 eV. Its LUMO energy is 0.026 Ha. The total energy comes out at -321.08130 Eh.

Atom charges from the natural (NBO) analysis, given in e for atoms 1 to 4: number 1, C, carries -0.425; number 2, N, carries -0.587; number 3, C, carries 0.634; number 4, N, carries -0.837

(5)
A 2-piece molecular cluster, C2H9N3O overall at a distorted geometry. Source: OMol25; level of theory: ωB97M-V/def2-TZVPD.

```
! wB97M-V def2-TZVPD RIJCOSX def2/J DEFGRID3
* xyz 0 1
N -0.43 -0.57 2.34
C 0.34 0.43 3.10
N 1.69 0.10 2.99
H -0.66 -0.06 1.51
H -1.00 -1.14 2.99
H -0.05 1.44 2.91
H 0.19 0.35 4.20
H 1.77 -0.92 3.13
H 2.09 0.18 2.07
C -0.82 0.29 -3.29
N -0.48 0.34 -1.98
O -0.28 -0.60 -4.07
H -1.27 1.25 -3.63
H -1.07 0.88 -1.45
H -0.29 -0.56 -1.53
*
```

Its highest occupied orbital energy is -9.05 eV. The SMILES is NC=O.NCN. The calculation puts the frontier orbital gap at 9.516 eV. The energy relative to the best compared isomer or geometry (same formula, charge and spin) is 2.092 eV. Its LUMO energy is 0.017 Ha. The total energy comes out at -321.05485 Eh.

Atom charges from the natural (NBO) analysis, given in e for atoms 1 to 4: number 1, N, carries -0.918; number 2, C, carries -0.073; number 3, N, carries -0.830; number 4, H, carries 0.372

(6)
An isolated ion of composition C2H9N3O and charge +2 at a distorted geometry. Source: OMol25; level of theory: ωB97M-V/def2-TZVPD.

```
! wB97M-V def2-TZVPD RIJCOSX def2/J DEFGRID3
* xyz 2 1
C -0.31 0.40 0.35
C -0.41 -0.73 -0.70
N -0.23 0.07 1.64
N -0.28 1.62 -0.03
N 0.81 -1.67 -0.78
O -0.17 2.60 0.89
H -1.36 -1.33 -0.52
H -0.29 -0.27 -1.73
H 0.06 -0.95 1.83
H -0.09 0.82 2.37
H -0.54 2.04 -0.96
H 1.76 -1.35 -0.92
H 0.84 -2.14 -1.67
H 0.73 -2.50 -0.14
H -0.50 3.39 0.37
*
```

Its highest occupied orbital energy is -19.18 eV. The SMILES is N/C(C[NH3+])=[NH+]\O. The calculation puts the frontier orbital gap at 10.807 eV. The energy relative to the best compared isomer or geometry (same formula, charge and spin) is 1.795 eV. Its LUMO energy is -0.308 Ha. The total energy comes out at -320.37206 Eh.

Atom charges from the natural (NBO) analysis, given in e for atoms 1 to 4: number 1, C, carries 0.454; number 2, C, carries -0.273; number 3, N, carries -0.718; number 4, N, carries -0.192

(7)
C2H9N4 as an isolated structure at a distorted geometry. Source: OMol25; level of theory: ωB97M-V/def2-TZVPD.

```
! wB97M-V def2-TZVPD RIJCOSX def2/J DEFGRID3
* xyz 1 1
C 1.51 0.27 0.23
C -1.68 0.74 -0.09
N 1.60 1.43 0.56
N 2.13 -0.63 -0.47
N 0.00 -0.67 0.87
N -1.10 -0.63 0.00
H -1.22 1.29 -1.04
H -2.71 0.75 -0.39
H -1.62 1.36 0.75
H 1.00 2.03 1.04
H 2.73 -0.40 -1.24
H 1.68 -1.55 -0.60
H 0.35 -1.62 0.97
H -0.91 -1.21 -0.98
H -1.79 -1.16 0.40
*
```

Its highest occupied orbital energy is -13.99 eV. The calculation puts the frontier orbital gap at 10.086 eV. The energy relative to the best compared isomer or geometry (same formula, charge and spin) is 4.630 eV. Its LUMO energy is -0.143 Ha. The total energy comes out at -300.24917 Eh.

Atom charges from the natural (NBO) analysis, given in e for atoms 1 to 4: number 1, C, carries 0.671; number 2, C, carries -0.444; number 3, N, carries -0.641; number 4, N, carries -0.808

(8)
One molecule with the formula C2H9N5 at a distorted geometry. Source: OMol25; level of theory: ωB97M-V/def2-TZVPD.

```
! wB97M-V def2-TZVPD RIJCOSX def2/J DEFGRID3
* xyz 0 1
N -0.53 0.88 -0.48
C 0.14 -0.01 0.35
N -0.14 2.21 -0.39
N -0.79 0.14 -2.06
N 0.50 0.50 1.62
N 0.45 -2.37 0.88
C 0.22 -1.32 0.00
H 0.55 2.49 -1.09
H 0.20 2.59 0.48
H -1.60 0.65 -2.41
H 0.02 0.50 -2.57
H 0.91 -0.19 2.24
H -0.25 1.00 2.09
H 0.18 -2.23 1.84
H 0.24 -3.28 0.52
H -0.10 -1.55 -1.01
*
```

Its highest occupied orbital energy is -6.24 eV. The SMILES is N/C=C(\N)N(N)N. The calculation puts the frontier orbital gap at 7.220 eV. The energy relative to the best compared isomer or geometry (same formula, charge and spin) is 4.638 eV. Its LUMO energy is 0.036 Ha. The total energy comes out at -355.22842 Eh.

Atom charges from the natural (NBO) analysis, given in e for atoms 1 to 4: number 1, N, carries -0.144; number 2, C, carries 0.194; number 3, N, carries -0.715; number 4, N, carries -0.628

(9)
An isolated ion of composition C2H9N5 and charge +2 at a distorted geometry. Source: OMol25; level of theory: ωB97M-V/def2-TZVPD.

```
! wB97M-V def2-TZVPD RIJCOSX def2/J DEFGRID3
* xyz 2 1
C 2.15 0.24 0.28
C -0.29 -0.41 0.19
N 0.96 -0.17 -0.08
N -0.76 -1.56 0.56
N -1.22 0.53 0.03
N 3.23 0.35 -0.44
N -2.55 0.55 -0.44
H 2.19 0.56 1.37
H -0.14 -2.28 0.72
H -1.67 -1.95 0.62
H -0.67 1.39 0.05
H 4.00 0.86 -0.04
H 3.33 0.33 -1.39
H -3.06 1.20 0.22
H -2.65 0.79 -1.42
H -2.84 -0.42 -0.24
*
```

Its highest occupied orbital energy is -18.69 eV. The SMILES is N/C(=N/C=[NH2+])N[NH3+]. The calculation puts the frontier orbital gap at 10.956 eV. The energy relative to the best compared isomer or geometry (same formula, charge and spin) is 2.115 eV. Its LUMO energy is -0.284 Ha. The total energy comes out at -354.68366 Eh.

Atom charges from the natural (NBO) analysis, given in e for atoms 1 to 4: number 1, C, carries 0.404; number 2, C, carries 0.657; number 3, N, carries -0.535; number 4, N, carries -0.734

(10)
C2H9N6 as an isolated structure at a distorted geometry. Source: OMol25; level of theory: ωB97M-V/def2-TZVPD.

```
! wB97M-V def2-TZVPD RIJCOSX def2/J DEFGRID3
* xyz 1 1
C 0.56 -0.89 0.64
C -0.95 -0.49 0.46
N 1.28 -0.17 -0.10
N -0.97 0.60 -0.37
N 0.98 -1.76 1.58
N -0.80 1.87 0.28
N 0.86 0.07 -2.23
N 0.76 0.59 -1.00
H -1.37 -1.28 -0.14
H -1.38 -0.25 1.37
H 0.29 -2.38 1.99
H 1.98 -1.87 1.58
H -1.20 1.88 1.28
H -1.37 2.52 -0.30
H 0.37 0.54 -2.97
H 0.73 -0.87 -2.24
H 0.22 1.88 0.17
*
```

Its highest occupied orbital energy is -12.98 eV. The calculation puts the frontier orbital gap at 9.797 eV. The energy relative to the best compared isomer or geometry (same formula, charge and spin) is 2.635 eV. Its LUMO energy is -0.117 Ha. The total energy comes out at -409.73523 Eh.

Atom charges from the natural (NBO) analysis, given in e for atoms 1 to 4: number 1, C, carries 0.424; number 2, C, carries -0.348; number 3, N, carries -0.345; number 4, N, carries -0.279

(11)
A 2-piece molecular cluster, C2H9N7 overall at a distorted geometry. Source: OMol25; level of theory: ωB97M-V/def2-TZVPD.

```
! wB97M-V def2-TZVPD RIJCOSX def2/J DEFGRID3
* xyz 2 1
C -1.16 0.42 0.11
C -0.24 1.45 0.10
N -0.79 -0.84 0.11
N 0.28 2.50 0.20
N 1.76 0.11 0.05
N -2.42 0.92 -0.22
N 2.08 -0.23 -1.12
N -1.54 -1.91 0.16
N 2.16 -0.67 0.99
H 0.55 3.42 0.08
H -2.77 1.79 0.07
H -3.19 0.33 -0.45
H 1.68 0.09 -1.98
H 2.67 -1.02 -1.15
H -2.52 -1.82 0.41
H -1.23 -2.80 -0.12
H 2.02 -0.20 1.87
H 2.68 -1.53 0.90
*
```

Its highest occupied orbital energy (alpha / beta) is -16.22 / -16.21 eV. The calculation puts the frontier orbital gap (alpha / beta) at 7.175 / 7.173 eV. Its LUMO energy (alpha / beta) is -0.332 / -0.332 Ha. The total energy comes out at -464.10525 Eh.

Atom charges from the natural (NBO) analysis, given in e for atoms 1 to 4: number 1, C, carries 0.107; number 2, C, carries 0.617; number 3, N, carries -0.167; number 4, N, carries -0.430

(12)
A 3-piece molecular cluster, C2H9NO overall at a distorted geometry. Source: OMol25; level of theory: ωB97M-V/def2-TZVPD.

```
! wB97M-V def2-TZVPD RIJCOSX def2/J DEFGRID3
* xyz 0 1
N -0.29 1.35 0.05
H -0.07 2.31 -0.16
H 3.26 2.57 0.00
H -0.05 1.00 0.96
H 0.04 0.64 -0.58
C -1.50 -1.48 -0.49
O -0.30 -1.55 -1.24
C -0.20 -1.60 0.19
H -1.91 -0.48 -0.36
H -2.25 -2.26 -0.53
H -0.01 -0.73 0.78
H 0.12 -2.51 0.65
H 3.17 2.75 0.72
*
```

Its highest occupied orbital energy is -9.81 eV. The SMILES is [H][H].C1CO1.N. The calculation puts the frontier orbital gap at 10.939 eV. The energy relative to the best compared isomer or geometry (same formula, charge and spin) is 2.807 eV. Its LUMO energy is 0.041 Ha. The total energy comes out at -211.48194 Eh.

Atom charges from the natural (NBO) analysis, given in e for atoms 1 to 4: number 1, N, carries -1.106; number 2, H, carries 0.379; number 3, H, carries 0.003; number 4, H, carries 0.353